73
Properties=species:S:1:pos:R:3 method="wB97M-V/def2-TZVPD" total_charge=+2 relative_energy_kcal_mol=0.2 homo_lumo_gap_ev=6.16 total_energy_ev=-67619.2016 max_force_ev_per_a=1.21 multiplicity=1
Cd -0.641 1.346 2.568
N -0.436 1.445 4.901
C -1.165 0.507 5.784
C -2.684 0.688 5.687
C -3.441 -0.329 4.826
C -3.482 -0.060 3.324
N -2.181 -0.296 2.645
H 0.558 1.366 5.120
H -0.712 2.387 5.189
H -0.861 0.680 6.822
H -0.870 -0.513 5.524
H -2.902 1.697 5.321
H -3.083 0.606 6.698
H -4.478 -0.328 5.164
H -3.048 -1.332 5.002
H -3.796 0.974 3.142
H -4.237 -0.727 2.890
H -2.372 -0.348 1.640
H -1.853 -1.225 2.924
C 0.137 2.384 -4.574
C 0.608 2.045 -3.159
C -0.532 2.058 -2.143
S -0.117 0.995 -0.710
O -1.141 1.373 0.383
C -0.752 -0.592 -1.400
C -2.270 -0.746 -1.392
C -2.875 -0.791 -2.793
H 0.992 2.476 -5.240
H -0.401 3.330 -4.601
H -0.508 1.605 -4.976
H 1.364 2.770 -2.857
H 1.081 1.062 -3.161
H -1.468 1.703 -2.565
H -0.689 3.055 -1.740
H -0.272 -1.377 -0.820
H -0.351 -0.631 -2.410
H -2.713 0.079 -0.824
H -2.544 -1.674 -0.884
H -2.747 0.144 -3.334
H -3.943 -0.980 -2.721
H -2.425 -1.595 -3.374
C -0.021 -4.010 -5.233
C 0.829 -3.437 -4.145
C 1.511 -2.240 -4.346
C 2.313 -1.701 -3.359
C 2.444 -2.354 -2.142
N 3.240 -1.791 -1.103
C 3.086 -0.519 -0.724
O 2.258 0.250 -1.174
N 3.942 -0.127 0.343
C 3.496 0.785 1.265
C 4.322 1.692 1.939
C 3.740 2.568 2.836
C 2.370 2.520 3.056
N 1.583 1.611 2.470
C 2.140 0.757 1.617
C 1.760 -3.541 -1.919
C 0.963 -4.074 -2.917
H 0.530 -4.056 -6.170
H -0.893 -3.380 -5.408
H -0.358 -5.011 -4.984
H 1.427 -1.734 -5.296
H 2.852 -0.784 -3.533
H 3.841 -2.406 -0.574
H 4.938 -0.184 0.180
H 5.387 1.701 1.765
H 4.345 3.285 3.367
H 1.894 3.208 3.745
H 1.497 -0.009 1.203
H 1.858 -4.055 -0.976
H 0.442 -5.004 -2.745
I -2.101 4.038 2.813
I -2.385 4.769 0.275

=====

71
Properties=species:S:1:pos:R:3 method="wB97M-V/def2-TZVPD" total_charge=0 relative_energy_kcal_mol=0.4 homo_lumo_gap_ev=9.84 total_energy_ev=-41243.2576 smiles="CC(C)[C@H](NC(=O)[C@H]1CC[C@H](CNC(=O)[C@@H]2CCCN2C(=O)OC(C)(C)C)CC1)C(=O)O" max_force_ev_per_a=0.77 multiplicity=1
C -3.987 -2.558 -0.306
H -2.967 -2.905 -0.155
H -4.637 -3.429 -0.355
H -4.052 -2.039 -1.260
C -4.421 -1.654 0.847
C -5.824 -1.106 0.613
H -6.152 -0.514 1.463
H -5.840 -0.472 -0.271
H -6.528 -1.922 0.467
H -4.408 -2.245 1.768
C -3.428 -0.501 1.062
N -3.281 0.347 -0.098
C -3.049 1.679 0.035
O -3.313 2.275 1.057
C -2.525 2.355 -1.235
C -1.258 1.689 -1.810
C 0.026 2.336 -1.277
H 0.839 1.607 -1.294
C -0.202 2.839 0.145
C -1.169 4.027 0.106
C -2.251 3.837 -0.967
H -1.940 4.299 -1.905
H -3.172 4.321 -0.643
H -1.642 4.130 1.082
H -0.615 4.944 -0.102
C 1.103 3.227 0.837
N 1.920 2.068 1.131
C 3.233 2.011 0.878
O 3.875 2.906 0.365
C 3.881 0.680 1.333
N 3.576 -0.394 0.398
C 2.449 -1.116 0.451
O 1.521 -0.834 1.202
O 2.498 -2.138 -0.407
C 1.384 -3.039 -0.628
C 0.888 -3.664 0.675
H 0.207 -4.479 0.445
H 0.365 -2.947 1.301
H 1.730 -4.062 1.237
C 0.269 -2.299 -1.367
H -0.556 -2.980 -1.560
H -0.095 -1.464 -0.777
H 0.641 -1.917 -2.316
C 1.980 -4.123 -1.530
H 2.766 -4.656 -1.002
H 2.408 -3.672 -2.421
H 1.209 -4.828 -1.823
C 4.710 -0.726 -0.449
C 5.717 0.382 -0.157
H 6.744 0.051 -0.293
C 5.405 0.766 1.288
H 5.745 1.771 1.525
H 5.846 0.055 1.986
H 5.530 1.241 -0.799
H 4.402 -0.761 -1.496
H 5.099 -1.712 -0.173
H 3.490 0.425 2.324
H 1.455 1.249 1.502
H 0.873 3.748 1.775
H 1.703 3.891 0.210
H -0.657 2.030 0.724
H 0.323 3.176 -1.907
H -1.276 1.764 -2.899
H -1.240 0.628 -1.558
H -3.332 2.269 -1.973
H -2.984 -0.113 -0.944
C -2.063 -1.025 1.522
O -1.902 -1.967 2.251
O -1.076 -0.304 1.009
H -0.174 -0.612 1.278
H -3.794 0.152 1.867

=====

76
Properties=species:S:1:pos:R:3 method="wB97M-V/def2-TZVPD" total_charge=0 homo_lumo_gap_ev=6.43 total_energy_ev=-58019.3474 smiles="NCCc1c(CCC(=O)O)cc(CCC(N)=O)c2nsnc12.CN(C)C=O.CN(C)C=O.CN(C)C=O" max_force_ev_per_a=8.57 multiplicity=1
N -2.878 1.362 0.089
C -4.152 1.402 -0.726
C -3.731 0.844 -2.246
C -2.165 1.348 -2.464
C -0.875 0.291 -2.587
C -1.081 -1.334 -2.527
C -0.260 -2.098 -1.331
C 0.247 -1.131 -0.107
O 1.564 -0.849 0.022
O -0.637 -0.556 0.940
C 0.601 1.031 -2.814
C 0.774 2.691 -2.919
C 2.256 3.414 -3.196
C 3.053 3.386 -1.764
C 4.207 2.205 -1.685
N 4.248 0.950 -2.529
O 5.186 2.412 -0.762
C -0.504 3.729 -2.799
N -0.590 5.237 -2.889
S -2.274 5.773 -2.671
N -2.937 4.131 -2.484
C -1.948 2.989 -2.569
H -2.963 0.787 0.956
H -2.476 2.309 0.266
H -4.545 2.518 -0.794
H -5.004 0.750 -0.256
H -3.875 -0.313 -2.353
H -4.392 1.419 -3.052
H -0.646 -1.761 -3.554
H -2.193 -1.696 -2.478
H -1.014 -2.883 -0.842
H 0.626 -2.768 -1.764
H -1.541 -0.971 0.732
H 1.607 0.400 -2.922
H 2.075 4.550 -3.513
H 2.824 2.921 -4.093
H 2.220 3.245 -0.923
H 3.558 4.427 -1.534
H 3.809 0.184 -1.964
H 3.699 1.034 -3.414
C 1.297 -5.401 -3.019
O 1.112 -4.282 -2.559
N 2.331 -6.245 -2.676
C 2.481 -7.558 -3.268
C 3.300 -5.808 -1.693
H 0.620 -5.832 -3.774
H 2.443 -8.310 -2.475
H 3.448 -7.609 -3.777
H 1.684 -7.758 -3.990
H 2.782 -5.590 -0.754
H 3.781 -4.892 -2.050
H 4.056 -6.580 -1.525
C -0.413 -2.674 4.804
O -1.487 -2.841 4.241
N 0.424 -1.593 4.625
C 1.682 -1.470 5.331
C 0.035 -0.547 3.703
H -0.021 -3.409 5.526
H 1.664 -0.554 5.929
H 2.494 -1.416 4.600
H 1.849 -2.326 5.991
H -0.920 -0.122 4.028
H -0.094 -0.980 2.706
H 0.794 0.239 3.667
C -3.015 2.316 4.202
O -4.089 2.149 3.639
N -2.178 3.397 4.023
C -0.920 3.520 4.729
C -2.567 4.443 3.101
H -2.623 1.580 4.924
H -0.938 4.436 5.327
H -0.108 3.574 3.998
H -0.753 2.664 5.389
H -3.522 4.867 3.426
H -2.696 4.010 2.104
H -1.808 5.229 3.065

=====

91
Properties=species:S:1:pos:R:3 method="wB97M-V/def2-TZVPD" total_charge=+1 homo_lumo_gap_ev=7.48 total_energy_ev=-205519.7270 max_force_ev_per_a=4.01 multiplicity=1
C 1.483 -2.038 -0.669
C 0.355 -2.724 -1.456
O -0.938 -2.683 -0.831
C -1.908 -1.919 -1.464
N -1.332 -0.665 -1.888
C -1.346 -0.304 -3.277
C -0.024 -0.217 -4.025
O -2.312 -0.021 -3.861
C -0.916 0.309 -0.971
C -0.679 0.144 0.521
O -0.721 1.388 -1.425
O -2.825 -1.680 -0.408
C -4.080 -1.198 -0.768
P -4.237 0.557 -1.539
O -5.105 0.468 -2.742
C -4.795 -1.023 0.605
Cl -3.822 -1.268 2.051
C -6.061 -0.669 0.773
C -7.047 -0.444 -0.355
Cl -6.702 -0.467 2.379
N -4.825 -2.077 -1.692
P -5.385 -3.637 -0.993
O -6.708 -3.379 -0.079
I -6.409 -4.764 -2.951
C -3.903 -2.342 -2.731
N -4.364 -2.252 -3.935
C -3.714 -2.504 -5.195
F -2.440 -2.361 -5.251
F -4.269 -1.703 -6.064
F -4.030 -3.738 -5.578
N -2.579 -2.676 -2.505
B -2.181 -4.152 -2.586
O -1.276 -4.436 -3.603
C -2.580 -5.360 -1.672
C -2.444 -5.161 -0.123
H 1.166 -2.001 0.381
H 1.606 -0.993 -0.969
H 2.410 -2.608 -0.686
H 0.639 -3.787 -1.455
H 0.371 -2.481 -2.521
H -0.083 0.559 -4.787
H 0.162 -1.161 -4.554
H 0.816 -0.026 -3.351
H 0.365 0.398 0.702
H -0.963 -0.822 0.924
H -1.272 0.927 1.000
H -3.037 1.193 -1.884
H -4.907 1.410 -0.625
H -7.079 -1.227 -1.101
H -6.848 0.538 -0.793
H -8.040 -0.367 0.095
H -6.483 -3.618 0.836
H -5.345 -1.970 -4.004
H -1.730 -4.803 -4.377
H -3.615 -5.689 -1.860
H -1.973 -6.233 -1.927
H -3.009 -5.967 0.357
H -1.401 -5.349 0.140
H -2.790 -4.198 0.243
Cl 3.552 -0.830 4.001
C 2.651 -2.312 4.403
C 1.759 -2.751 3.271
Cl 0.395 -1.631 3.012
H 2.085 -2.128 5.313
H 3.388 -3.087 4.610
H 1.329 -3.727 3.495
H 2.312 -2.828 2.337
Cl 3.541 1.622 0.920
C 2.869 3.276 0.947
C 2.112 3.565 2.221
Cl 0.600 2.623 2.311
H 2.236 3.397 0.070
H 3.711 3.958 0.857
H 1.832 4.616 2.260
H 2.706 3.338 3.103
Cl 4.067 6.211 2.112
C 5.638 7.057 2.193
C 6.621 6.527 1.183
Cl 7.154 4.870 1.574
H 6.017 6.965 3.206
H 5.439 8.111 1.997
H 7.511 7.155 1.175
H 6.199 6.517 0.180
Cl 8.086 8.112 4.157
C 9.591 7.341 4.726
C 9.514 5.836 4.661
Cl 8.365 5.172 5.850
H 9.785 7.691 5.737
H 10.394 7.698 4.081
H 10.490 5.409 4.888
H 9.210 5.494 3.673

=====

75
Properties=species:S:1:pos:R:3 method="wB97M-V/def2-TZVPD" total_charge=-1 relative_energy_kcal_mol=13.3 homo_lumo_gap_ev=7.09 total_energy_ev=-91581.8392 max_force_ev_per_a=1.25 multiplicity=1
Ca 0.351 -0.936 -0.024
C -1.103 -0.719 -3.260
C 0.382 -1.160 -3.306
N 1.172 -0.369 -2.377
C 1.298 1.053 -2.678
C 1.216 1.890 -1.388
N 0.224 1.401 -0.435
C -1.149 1.856 -0.626
C -1.811 1.207 -1.848
N -1.441 -0.191 -1.952
H -1.724 -1.582 -3.513
H -1.280 0.038 -4.030
H 0.745 -1.103 -4.345
H 0.456 -2.201 -2.983
H 2.093 -0.786 -2.266
H 0.507 1.350 -3.367
H 2.250 1.287 -3.170
H 1.042 2.944 -1.656
H 2.188 1.826 -0.895
H 0.502 1.753 0.489
H -1.209 2.951 -0.726
H -1.705 1.579 0.272
H -1.482 1.733 -2.747
H -2.897 1.365 -1.781
H -2.066 -0.814 -1.449
C -5.230 -3.496 -0.611
Si -5.010 -3.152 1.234
C -6.614 -2.282 1.776
C -4.927 -4.814 2.138
C -3.584 -2.046 1.796
C -3.715 -1.311 2.963
C -2.721 -0.430 3.388
C -1.617 -0.281 2.579
N -1.431 -0.992 1.466
C -2.353 -1.907 1.083
S -1.952 -2.875 -0.269
H -6.211 -3.943 -0.798
H -4.461 -4.176 -0.966
H -5.151 -2.581 -1.200
H -7.484 -2.857 1.452
H -6.691 -1.284 1.340
H -6.677 -2.177 2.862
H -5.791 -5.433 1.885
H -4.912 -4.680 3.222
H -4.025 -5.359 1.854
H -4.619 -1.409 3.558
H -2.825 0.135 4.303
H -0.835 0.436 2.817
C 1.892 -0.915 2.970
O 1.573 -0.278 1.750
H 1.844 -0.205 3.802
H 2.902 -1.337 2.942
H 1.177 -1.721 3.144
I 3.952 -1.959 -0.674
C 1.926 -2.751 -0.200
H 2.139 -3.322 0.712
H 1.804 -3.506 -0.987
N 3.366 1.652 1.714
C 2.940 2.874 1.726
S 1.487 3.353 2.506
N 3.601 3.942 1.085
C 4.570 3.809 0.090
C 4.426 4.501 -1.117
C 5.332 4.323 -2.147
C 6.401 3.450 -1.998
C 6.596 2.823 -0.776
C 5.702 3.009 0.266
H 2.222 0.528 1.714
H 4.220 1.483 1.195
H 2.988 4.736 1.003
H 3.581 5.170 -1.239
H 5.201 4.864 -3.076
H 7.080 3.269 -2.821
H 7.463 2.191 -0.630
H 5.891 2.557 1.231

=====

75
Properties=species:S:1:pos:R:3 method="wB97M-V/def2-TZVPD" total_charge=0 relative_energy_kcal_mol=0.0 homo_lumo_gap_ev="8.33 / 8.34" total_energy_ev=-107854.6946 max_force_ev_per_a=2.01 multiplicity=5
C -1.512 -2.220 -3.553
C -1.065 -3.242 -2.548
H -1.290 -2.533 -4.577
H -1.036 -1.247 -3.350
H -2.603 -2.066 -3.474
C -0.563 -4.450 -2.852
C -0.381 -4.989 -4.231
H -0.284 -5.140 -2.049
H -0.601 -4.259 -5.023
H -1.031 -5.861 -4.389
H 0.653 -5.336 -4.361
Ho 0.043 0.265 -0.190
Cl -2.453 0.355 0.404
Cl 0.020 1.544 -2.415
H 0.670 4.908 3.349
H -1.456 5.812 2.125
C 1.020 4.563 2.369
C -1.002 5.428 1.204
N -0.130 4.307 1.503
H 1.604 3.649 2.477
C -0.344 3.114 0.971
O 0.449 2.138 1.106
H -1.787 5.076 0.525
H -1.266 2.979 0.377
H 1.635 5.361 1.937
H -0.434 6.236 0.726
H 1.403 -1.678 -3.236
H 2.393 -3.833 -2.124
C 2.313 -1.148 -2.920
C 3.263 -3.200 -1.902
N 2.851 -1.814 -1.744
H 2.072 -0.102 -2.708
C 2.930 -1.214 -0.549
O 2.337 -0.151 -0.233
H 3.737 -3.543 -0.978
H 3.597 -1.759 0.158
H 3.057 -1.212 -3.726
H 3.976 -3.280 -2.729
O -0.171 -1.752 -0.981
C -1.120 -2.738 -1.108
C 0.138 -4.295 0.483
C -1.068 -3.818 -0.018
H 1.068 -3.904 0.066
C 0.149 -5.241 1.512
H -2.119 -2.286 -1.013
C -2.272 -4.334 0.484
H 1.107 -5.573 1.918
C -1.052 -5.766 2.002
C -2.267 -5.318 1.472
H -3.208 -3.960 0.058
H -1.036 -6.525 2.787
H -3.215 -5.741 1.831
Si -0.393 4.691 -5.500
Cl -0.627 3.026 -6.745
C 1.436 4.756 -5.125
C -1.513 4.294 -4.072
C -0.932 6.278 -6.356
H 1.766 3.789 -4.722
H 1.653 5.540 -4.388
H 2.012 4.970 -6.036
H -0.318 6.504 -7.236
H -0.851 7.137 -5.677
H -1.975 6.226 -6.689
H -1.199 3.338 -3.623
H -2.553 4.198 -4.419
H -1.460 5.077 -3.305
N -0.325 -1.457 4.177
C 0.826 -2.181 3.918
C 1.192 -1.848 2.638
N 0.284 -0.933 2.124
C -0.626 -0.730 3.072
H -0.865 -1.458 5.041
H 1.283 -2.854 4.623
H 2.034 -2.208 2.061
H -1.506 -0.101 2.995